{
  "formula": "C48H60N5O4Ti",
  "method": "the ωB97M-V functional and the def2-TZVPD basis",
  "symbols": ["Ti", "O", "O", "O", "O", "N", "N", "N", "N", "N", "C", "C", "C", "C", "C", "C", "C", "C", "C", "C", "C", "C", "C", "C", "C", "C", "C", "C", "C", "C", "C", "C", "C", "C", "C", "C", "C", "C", "C", "C", "C", "C", "C", "C", "C", "C", "C", "C", "C", "C", "C", "C", "C", "C", "C", "C", "C", "C", "H", "H", "H", "H", "H", "H", "H", "H", "H", "H", "H", "H", "H", "H", "H", "H", "H", "H", "H", "H", "H", "H", "H", "H", "H", "H", "H", "H", "H", "H", "H", "H", "H", "H", "H", "H", "H", "H", "H", "H", "H", "H", "H", "H", "H", "H", "H", "H", "H", "H", "H", "H", "H", "H", "H", "H", "H", "H", "H", "H"],
  "coordinates": [[-0.796479, 1.435328, -0.109415], [1.025853, 1.846552, -0.695394], [-0.203815, 1.484052, 1.806202], [-2.675832, 2.010567, 0.213059], [-2.195853, -0.482176, -0.788648], [-0.378599, 4.154908, -1.193529], [-2.119722, 1.710714, -4.387975], [-1.163626, 1.392046, -2.439496], [-1.518205, 4.251924, 1.295501], [0.083698, -0.609148, 0.357751], [-4.661184, 0.668104, 2.926841], [2.600228, 2.552466, 4.998064], [-3.955932, 2.868478, 3.524462], [0.291414, -3.018276, -0.165456], [-4.651035, 1.717143, 3.845757], [-0.219458, -4.067793, -0.880493], [1.595964, -5.548013, 0.098500], [-4.371177, -3.482988, -2.105143], [-1.040176, 5.478543, 0.734372], [0.390578, -5.468337, -0.838966], [-1.147613, 5.314280, -0.781987], [2.876991, 0.290292, 3.282746], [2.822147, 1.338959, -2.110612], [0.562472, 4.357488, -2.018831], [-0.660948, -6.473514, -0.346618], [-3.273359, -2.577286, -2.683028], [0.165780, 2.261910, 4.671428], [-1.109075, 0.796493, -4.584838], [1.523096, 3.581557, 3.016627], [-1.569923, -1.561712, -0.955804], [-3.091410, 2.146355, -5.366684], [-3.246333, 2.982293, 2.330139], [4.461809, -2.165851, 4.157811], [1.548751, 3.370435, -2.440125], [-2.898183, -3.079760, -4.087934], [-2.111201, 2.030514, -3.073902], [-0.298440, -1.727176, -0.233690], [-2.567593, 4.235874, 1.993894], [1.755036, 1.091859, 3.106207], [1.085685, -0.421769, 1.306325], [1.513816, 2.351628, 3.938456], [-4.001087, 0.771530, 1.718831], [2.375365, 3.675694, -3.525580], [-2.034029, -2.651450, -1.775299], [3.604280, 1.656051, -3.198760], [-3.870996, -1.176703, -2.866931], [3.157674, -0.824749, 2.489624], [4.448140, -1.611314, 2.726024], [-1.355237, -3.844568, -1.699738], [-3.267614, 1.927020, 1.384141], [1.757153, 2.176005, -1.710206], [-0.531342, 0.606975, -3.365408], [4.593941, -2.791413, 1.764237], [3.387744, 2.828281, -3.928596], [0.849636, 0.737064, 2.083955], [5.662371, -0.691561, 2.534128], [0.855678, -5.871678, -2.245413], [2.248675, -1.167702, 1.498536], [6.593638, -1.245396, 2.689018], [-4.014706, 1.572331, -5.282720], [0.295094, -0.028805, -3.093215], [5.389013, -2.715081, 4.349706], [-2.816760, 2.708182, -2.619494], [2.644717, 1.713354, 5.697244], [3.769000, -3.500074, 1.868994], [-2.558144, -4.116620, -4.083653], [4.627363, -2.460639, 0.723699], [0.771479, 3.481751, 2.236465], [-3.051211, 5.169938, 2.332474], [-3.941641, 3.705058, 4.217006], [-1.720689, -4.681350, -2.285288], [-3.133066, -0.484198, -3.272793], [-2.678307, 2.008134, -6.363462], [1.323741, -5.294005, 1.125103], [5.523905, -3.325434, 1.975630], [-3.766807, -3.016669, -4.750311], [0.714159, 5.360416, -2.451543], [0.029700, -5.866003, -2.958566], [0.000606, 3.175114, 5.252854], [-4.672868, -3.130522, -1.116694], [2.986157, 0.438427, -1.530390], [-0.656947, 2.138276, 3.970610], [-2.100213, -2.463455, -4.507567], [3.589604, 2.682719, 4.552264], [-3.309610, 3.203678, -5.226702], [2.476211, -1.982538, 0.830800], [0.166012, 1.414861, 5.363296], [1.308828, 4.484755, 3.599177], [-5.175150, 1.632020, 4.789055], [4.405664, 0.984874, -3.487938], [2.396473, -4.874884, -0.215941], [4.010692, 3.073539, -4.778708], [-2.201120, 5.135981, -1.020497], [-5.252222, -3.477482, -2.754461], [-4.229732, -0.748882, -1.935545], [-0.903776, 0.380206, -5.555794], [3.619716, -2.843375, 4.313774], [1.994003, -6.565763, 0.097768], [4.383678, -1.364072, 4.893461], [-0.233294, -7.479226, -0.295997], [5.670526, -0.273540, 1.525434], [3.584251, 0.556500, 4.058182], [-1.525704, -6.508642, -1.010956], [-1.015510, -6.198738, 0.648713], [-4.705072, -1.254870, -3.573900], [5.643189, 0.142219, 3.237579], [1.616230, -5.177766, -2.609298], [-5.197189, -0.245696, 3.159333], [2.505978, 3.698582, 2.551259], [1.141546, -3.171787, 0.476240], [-1.616902, 6.363243, 1.053008], [-4.026593, -4.514102, -2.003893], [2.206789, 4.608589, -4.055705], [1.283625, -6.878459, -2.232039], [-3.997149, -0.036157, 0.997683], [0.009756, 5.621856, 1.008283], [2.374910, 3.454953, 5.572067], [-0.814396, 6.230244, -1.292264]],
  "forces_ev_per_angstrom": [[-0.157, -0.962, -0.102], [0.024, -0.005, 0.110], [-0.109, 0.007, -0.283], [0.205, 0.019, -0.018], [0.106, 0.324, -0.004], [-0.071, 0.103, 0.014], [0.013, 0.039, 0.015], [0.070, 0.106, 0.413], [0.006, -0.055, 0.057], [0.057, 0.444, 0.002], [-0.010, -0.030, -0.037], [0.011, 0.021, 0.029], [-0.011, -0.016, -0.020], [0.074, -0.008, 0.056], [0.014, 0.010, 0.004], [-0.036, -0.032, -0.036], [0.013, 0.016, 0.021], [-0.020, 0.000, 0.022], [-0.016, 0.053, 0.047], [-0.005, 0.014, 0.021], [0.027, -0.064, -0.105], [-0.029, 0.023, 0.021], [-0.014, 0.024, -0.030], [0.060, -0.021, -0.004], [-0.005, -0.016, 0.002], [-0.007, -0.034, -0.001], [0.009, -0.024, -0.013], [-0.035, -0.055, 0.007], [0.002, 0.027, 0.000], [-0.024, -0.083, -0.041], [0.016, -0.008, -0.003], [-0.098, 0.021, -0.016], [0.000, 0.000, 0.014], [0.018, 0.052, -0.034], [-0.019, -0.027, -0.008], [-0.040, -0.019, -0.043], [-0.121, -0.109, -0.069], [0.024, -0.009, 0.038], [0.037, -0.107, -0.027], [-0.087, -0.041, -0.070], [0.033, 0.005, 0.016], [0.026, 0.028, 0.040], [0.006, -0.053, 0.029], [0.019, 0.061, 0.019], [0.038, -0.051, -0.003], [0.038, 0.032, 0.009], [-0.009, -0.026, -0.016], [0.010, -0.010, 0.005], [0.023, -0.012, 0.005], [-0.009, -0.007, 0.045], [-0.025, -0.022, -0.043], [0.035, 0.049, -0.063], [-0.008, -0.016, -0.032], [-0.025, 0.019, -0.001], [-0.045, 0.281, 0.110], [0.006, 0.021, 0.002], [-0.003, -0.005, -0.021], [0.094, -0.007, 0.027], [-0.005, 0.002, 0.002], [-0.002, -0.008, -0.002], [0.003, 0.020, -0.016], [-0.006, 0.004, -0.004], [0.018, 0.006, 0.020], [-0.006, 0.010, 0.003], [0.002, 0.007, 0.008], [-0.005, 0.025, -0.008], [0.006, 0.005, 0.009], [-0.006, 0.004, -0.002], [0.016, 0.018, -0.025], [-0.001, -0.001, 0.000], [0.003, 0.014, 0.015], [0.013, -0.018, 0.003], [0.007, 0.008, -0.002], [-0.006, -0.005, -0.009], [-0.003, 0.005, 0.005], [0.002, -0.004, 0.009], [-0.026, 0.019, 0.013], [0.008, -0.001, 0.008], [-0.007, -0.009, -0.009], [0.010, 0.001, -0.003], [0.012, -0.001, -0.007], [-0.007, 0.005, -0.034], [0.005, 0.006, -0.002], [-0.015, -0.006, -0.013], [-0.014, -0.006, 0.016], [-0.013, 0.039, 0.007], [-0.001, 0.004, -0.011], [0.014, -0.006, 0.005], [0.001, 0.003, 0.000], [-0.002, 0.006, -0.003], [-0.008, -0.004, -0.010], [0.000, 0.001, 0.001], [0.009, 0.024, -0.004], [0.002, 0.004, 0.002], [-0.007, -0.022, 0.023], [0.003, -0.008, 0.016], [0.000, 0.005, -0.008], [-0.004, 0.003, -0.003], [0.006, -0.007, -0.003], [-0.001, 0.005, -0.005], [-0.003, -0.011, -0.001], [-0.002, -0.017, -0.015], [0.002, 0.008, 0.001], [0.008, 0.001, -0.003], [0.010, 0.009, 0.001], [-0.002, -0.004, -0.003], [-0.003, -0.003, 0.004], [-0.003, 0.006, 0.008], [-0.012, -0.010, -0.007], [-0.044, 0.003, -0.014], [0.001, 0.002, 0.018], [0.005, 0.004, -0.006], [-0.004, 0.003, 0.004], [0.000, 0.005, 0.002], [-0.001, -0.012, 0.001], [-0.006, -0.006, -0.028], [-0.005, -0.006, -0.002], [-0.009, 0.018, -0.006]],
  "homo_ev": [-3.39, -4.18],
  "de_lowest_kcal_mol": 18.3,
  "multiplicity": 3,
  "homo_lumo_gap_ev": [5.7, 6.1],
  "total_charge": -1,
  "e_lumo_ev": [2.28, 1.97]
}

{
  "formula": "C48H61NO3P2PtSi",
  "method": "the ωB97M-V functional and the def2-TZVPD basis",
  "symbols": ["Pt", "P", "P", "Si", "O", "O", "O", "N", "C", "C", "C", "C", "C", "C", "C", "C", "C", "C", "C", "C", "C", "C", "C", "C", "C", "C", "C", "C", "C", "C", "C", "C", "C", "C", "C", "C", "C", "C", "C", "C", "C", "C", "C", "C", "C", "C", "C", "C", "C", "C", "C", "C", "C", "C", "C", "C", "H", "H", "H", "H", "H", "H", "H", "H", "H", "H", "H", "H", "H", "H", "H", "H", "H", "H", "H", "H", "H", "H", "H", "H", "H", "H", "H", "H", "H", "H", "H", "H", "H", "H", "H", "H", "H", "H", "H", "H", "H", "H", "H", "H", "H", "H", "H", "H", "H", "H", "H", "H", "H", "H", "H", "H", "H", "H", "H", "H", "H"],
  "coordinates": [[-0.242313, -0.072062, 0.017327], [2.030807, 0.176814, 1.273231], [-0.171765, 1.903691, -1.627907], [-0.997303, 1.549645, 1.606615], [1.490271, -0.469692, -1.316948], [2.294774, -1.713567, -2.986322], [-1.208965, -1.850735, 2.286785], [-0.941944, -1.561374, -1.621095], [1.680939, 1.335647, 2.630375], [-4.506209, -2.112896, -1.022108], [3.046920, -1.724673, 3.173910], [-1.603958, 4.281772, -1.466342], [0.412327, 1.875423, 2.781591], [-4.731807, -3.265806, -1.805003], [-1.157314, 3.162425, -0.755790], [1.920316, -1.457396, 2.141762], [2.390558, 2.512831, -4.127988], [-2.446216, 1.354264, -5.563895], [-2.519126, 1.059823, 2.582020], [1.535267, 4.227866, -1.907128], [-1.065052, 0.676723, -5.511840], [0.146361, 2.694911, 3.881574], [2.681510, 1.643774, 3.559988], [0.054989, -2.065288, -2.318502], [-3.718258, -3.802682, -2.543937], [2.403561, 2.451649, 4.649629], [1.953466, -3.956931, 1.895663], [6.158630, 1.331289, -0.709974], [2.479291, 4.033430, -4.228825], [-3.237950, 1.051852, -4.291993], [5.613156, 2.160091, 0.450957], [-1.173881, -1.478406, 1.229844], [1.792634, -2.636335, 1.147655], [1.401403, 4.674667, -3.361748], [1.415767, -1.394259, -2.221744], [1.509834, 2.699555, -1.716319], [-0.106747, -3.158057, -3.181035], [4.305364, -0.348407, -0.372779], [3.392279, -4.103434, 2.430630], [-2.175277, 4.063278, 1.223108], [-0.585969, 0.516438, -4.062141], [1.130098, 2.981274, 4.813864], [-2.608769, 5.174195, 0.520172], [2.523437, 2.043022, -2.677495], [4.099556, 1.960916, 0.580446], [-1.447031, 3.047153, 0.593032], [5.816832, -0.144869, -0.526057], [-1.339094, -3.741282, -3.265641], [-3.267548, -1.536295, -0.976986], [-2.194609, -2.100855, -1.698559], [-2.557254, 1.686078, -3.063702], [-1.024474, 1.743989, -3.250747], [4.061763, -2.740293, 2.659924], [3.805390, 0.474545, 0.824884], [-2.422967, -3.233783, -2.517217], [-2.321721, 5.282269, -0.834204], [0.988783, -1.360629, 2.697105], [3.793980, -0.038382, -1.281389], [1.231414, -3.983618, 2.717602], [1.829769, 2.501351, -0.687249], [0.415387, 4.416343, -3.761908], [-2.995096, 1.007316, -6.438365], [1.436923, 2.185368, -4.552742], [-0.842638, 3.120765, 4.010427], [-5.714561, -3.716713, -1.818698], [-2.414668, 3.982550, 2.277373], [-3.888383, -4.678548, -3.157901], [-2.796975, 1.102674, -2.166824], [6.106741, 1.862131, 1.382088], [5.732414, 1.691620, -1.651681], [0.827743, -2.596496, 0.646033], [4.515536, -2.379936, 1.731500], [-3.315810, -0.032595, -4.168940], [0.784408, 4.713062, -1.287774], [5.822200, 3.218994, 0.294338], [2.512944, 4.556710, -1.538472], [-1.372734, 4.390709, -2.518948], [6.329976, -0.527828, 0.363147], [-2.954821, 2.686617, -2.908578], [-3.084689, -0.643760, -0.386557], [-1.047106, -0.364938, -3.626161], [-5.325228, -1.689561, -0.455296], [-4.252383, 1.439193, -4.380403], [2.575735, -2.131881, 4.071372], [-3.349462, 0.797763, 1.922537], [2.459140, 0.961492, -2.623228], [3.524420, 2.320408, -2.331854], [3.465616, 4.369939, -3.895194], [3.368843, -4.660648, 3.367816], [-2.337443, 2.437546, -5.668798], [-3.177063, 5.946358, 1.021638], [-1.499800, -4.592938, -3.916482], [3.994311, -4.685405, 1.732508], [3.184010, 2.054265, -4.719627], [3.683252, 1.251040, 3.450154], [4.343579, 0.136148, 1.720436], [-2.326067, 0.215094, 3.243128], [0.747126, -3.496956, -3.749978], [6.167118, -0.722373, -1.381617], [-2.847145, 1.893063, 3.207458], [3.541315, -0.804892, 3.481297], [3.182921, 2.662530, 5.369603], [0.907387, 3.618256, 5.659521], [2.359838, 4.344159, -5.267370], [2.552742, -2.571273, 0.366993], [0.495911, 0.370579, -4.036486], [1.484522, 5.761794, -3.404040], [7.240696, 1.451306, -0.771270], [-1.110938, -0.309273, -5.976578], [3.708749, 2.587415, 1.382480], [1.718129, -4.791012, 1.235071], [-0.340397, 1.262303, -6.081619], [-0.729009, 2.636320, -3.810785], [3.629914, 2.270341, -0.350131], [4.106454, -1.411150, -0.233239], [-2.650882, 6.144962, -1.398060], [4.871375, -2.845005, 3.381897]],
  "forces_ev_per_angstrom": [[1.154, 0.251, -2.073], [-1.558, -0.327, 1.440], [-0.076, 0.408, 1.411], [-0.499, -0.078, -0.315], [0.216, -0.385, 0.253], [0.027, 0.068, 0.081], [-1.043, -0.854, 0.152], [-0.151, 0.511, 0.527], [0.277, 0.163, -0.189], [0.011, -0.045, -0.013], [0.140, 0.027, -0.130], [0.041, 0.092, 0.014], [-0.231, -0.049, 0.049], [-0.023, 0.022, -0.010], [-0.094, 0.153, -0.436], [0.082, -0.319, -0.606], [0.111, 0.232, 0.127], [-0.014, -0.135, 0.049], [0.181, -0.165, -0.047], [-0.240, -0.048, -0.086], [-0.044, 0.086, 0.055], [0.012, -0.005, 0.091], [0.089, 0.008, 0.006], [-0.020, -0.046, 0.022], [-0.017, -0.082, -0.066], [-0.012, -0.066, -0.050], [0.145, 0.072, -0.001], [0.141, -0.091, 0.220], [-0.218, -0.129, -0.064], [0.121, 0.056, -0.082], [-0.113, -0.049, -0.217], [1.873, 1.269, 0.577], [0.135, -0.084, 0.218], [0.242, 0.056, 0.050], [-0.118, -0.240, 0.002], [0.179, -0.299, -0.182], [-0.155, -0.002, 0.051], [0.406, -0.139, 0.152], [-0.051, 0.056, 0.015], [0.025, 0.064, -0.015], [0.156, 0.191, -0.231], [-0.039, 0.009, -0.061], [0.006, -0.038, 0.076], [-0.244, -0.004, -0.262], [0.290, 0.010, 0.332], [-0.091, -0.075, 0.285], [-0.138, 0.144, -0.032], [-0.020, -0.107, -0.125], [0.077, 0.002, 0.153], [-0.057, -0.020, -0.138], [-0.032, -0.088, -0.151], [0.006, -0.788, 0.186], [-0.065, -0.077, -0.011], [-0.427, 0.307, -1.445], [0.035, 0.173, 0.109], [0.057, -0.056, -0.078], [-0.010, 0.067, 0.008], [0.025, -0.029, 0.082], [0.011, -0.046, -0.002], [-0.079, 0.010, 0.006], [0.002, 0.040, -0.006], [0.000, 0.080, -0.029], [0.063, -0.017, -0.039], [0.033, -0.007, 0.045], [0.007, 0.011, -0.021], [-0.033, 0.037, -0.030], [0.008, 0.010, 0.009], [-0.008, 0.057, 0.020], [0.000, 0.041, 0.005], [0.040, 0.006, -0.004], [0.038, -0.083, -0.122], [0.022, 0.004, 0.030], [-0.043, 0.006, 0.020], [0.113, 0.049, 0.096], [0.018, 0.009, 0.066], [-0.002, -0.021, 0.020], [-0.051, 0.003, 0.021], [0.029, -0.033, -0.035], [0.003, 0.000, 0.051], [-0.052, 0.033, -0.062], [-0.043, 0.075, -0.046], [0.024, 0.027, -0.013], [-0.032, -0.061, 0.060], [-0.035, 0.084, 0.017], [0.003, 0.056, -0.016], [0.080, -0.016, -0.018], [-0.023, 0.026, -0.005], [-0.002, 0.012, -0.024], [0.042, -0.018, -0.010], [-0.017, -0.004, -0.026], [0.016, 0.004, -0.007], [-0.008, -0.002, 0.031], [-0.013, -0.024, 0.005], [-0.063, -0.095, -0.014], [0.008, 0.078, 0.005], [-0.338, -0.080, 0.148], [-0.026, 0.048, 0.065], [0.032, 0.019, 0.043], [0.011, -0.055, 0.035], [0.002, -0.005, -0.028], [-0.036, -0.038, 0.092], [-0.010, 0.018, -0.007], [0.017, 0.002, -0.007], [0.068, 0.042, 0.008], [-0.048, 0.034, -0.020], [-0.019, -0.056, 0.001], [-0.078, 0.007, 0.003], [-0.012, 0.044, -0.087], [0.022, 0.003, -0.016], [-0.040, 0.019, -0.021], [-0.070, 0.001, 0.024], [0.012, -0.027, -0.008], [0.028, 0.087, 0.145], [0.045, -0.023, 0.045], [-0.078, 0.026, -0.054], [-0.024, -0.011, 0.010], [0.029, 0.038, -0.023]],
  "homo_ev": [-14.20, -14.20],
  "homo_lumo_gap_ev": [6.2, 6.2],
  "total_charge": 2,
  "e_lumo_ev": [-7.98, -7.98]
}

| no. | maximum force (eV Å⁻¹) |
| --- | --- |
| 1 | 0.98 |
| 2 | 2.39 |